A cluster of 3 separate species, C31H56Br2N3O3P in total at a distorted geometry. Source: the OMol25 dataset; level of theory: wB97M-V/def2-TZVPD.

XYZ file:
```
96
C31H56Br2N3O3P wB97M-V/def2-TZVPD
C 2.5387 -5.0949 2.3563
C 1.8556 -3.7772 3.0485
O 0.4038 -3.8605 3.2661
C -0.3387 -4.0347 1.9985
C -0.9841 -5.5339 1.6966
C -0.7519 -6.6850 2.8412
N -1.6910 -6.3882 4.0229
C -1.7743 -5.7439 0.2599
C -2.3836 -7.2298 -0.0712
C -4.0066 -7.2788 -0.3081
C -4.8023 -6.4872 0.8960
Br -4.5183 -9.2474 -0.1449
C -1.8693 -4.4516 -0.7824
C -2.6731 -4.6894 -2.2111
C -1.9950 -5.8211 -3.1840
C -1.2019 -2.9586 -0.4542
N -1.3390 -1.9154 -1.5260
C -0.6525 -0.6461 -1.1030
C -0.6717 0.5965 -2.2187
Br -2.3881 0.3156 -3.2853
C 0.5464 0.4508 -3.3089
C 2.0307 0.7001 -2.6606
C 0.0849 -0.4155 0.3289
P 0.9139 1.2983 0.7291
C 1.5590 1.1397 2.5609
C 0.2931 0.9252 3.6301
C -0.3859 2.6963 0.8252
C 0.0050 3.8726 1.9479
N 0.2110 -1.4649 1.3982
C -0.4307 -2.7505 0.9608
H 3.5748 -4.7763 1.8550
H 2.7640 -5.9106 3.1648
H 1.9155 -5.5952 1.5022
H 2.2158 -2.8351 2.4520
H 2.3457 -3.6812 4.1331
H -0.8171 -7.7892 2.4611
H 0.3474 -6.5611 3.2902
H -2.1726 -5.4802 3.7471
H -1.0670 -6.0921 4.8273
H -1.8644 -7.6313 -1.0661
H -2.1416 -8.0508 0.7503
H -4.3521 -6.9758 -1.3960
H -5.9521 -6.7150 0.8455
H -4.3597 -6.9068 1.9193
H -4.5347 -5.3467 0.8520
H -2.7531 -3.6948 -2.8665
H -3.7985 -4.9290 -1.9003
H -2.6717 -6.7821 -3.2254
H -0.9564 -6.1335 -2.7350
H -1.8519 -5.3746 -4.2571
H -0.7796 1.6536 -1.7303
H 0.5301 -0.6876 -3.6681
H 0.3700 1.0979 -4.2777
H 2.8273 0.7698 -3.5460
H 2.3256 -0.2676 -2.0521
H 2.0855 1.6914 -2.0421
H 2.1803 2.0743 2.8969
H 2.2460 0.1902 2.7115
H -0.7358 1.2815 3.2023
H 0.4605 1.5165 4.6426
H 0.1576 -0.2345 3.8768
H -0.3430 3.2626 -0.2242
H -1.4812 2.2974 0.9495
H 1.1589 3.8772 2.2052
H -0.2339 4.9654 1.5498
H -0.6583 3.6398 2.8844
C 6.8504 3.2739 -0.6002
C 5.8389 2.6547 -1.5484
O 4.4860 2.8772 -1.1588
C 4.0554 4.2348 -1.1045
C 4.1227 4.9433 -2.4446
H 6.6479 2.9716 0.4325
H 7.8659 2.9663 -0.8685
H 6.8122 4.3662 -0.6326
H 5.9849 1.5700 -1.5560
H 6.0005 2.9958 -2.5754
H 4.6150 4.7823 -0.3385
H 3.0122 4.2151 -0.7715
H 5.1571 5.0773 -2.7756
H 3.6616 5.9325 -2.3792
H 3.6073 4.3621 -3.2159
C -3.5199 9.2307 0.0255
C -2.9073 8.9542 -1.3361
O -1.5842 8.4285 -1.2666
C -1.4329 7.1735 -0.6083
C -2.1906 6.0439 -1.2809
H -2.8479 9.8440 0.6345
H -4.4766 9.7512 -0.0830
H -3.7037 8.3044 0.5766
H -2.8375 9.8977 -1.8864
H -3.5479 8.2960 -1.9307
H -1.7082 7.2610 0.4482
H -0.3632 6.9393 -0.6315
H -3.2730 6.1817 -1.1970
H -1.9387 5.0851 -0.8200
H -1.9505 5.9985 -2.3480
```

**E_LUMO**: -1.31 eV
**Strongest force on any atom**: 7.27 eV/Å
**Charge**: 0
**SMILES string**: CCOc1c(CN)c(C[C@H](C)Br)c(CC)c2nc([C@H](Br)CC)c(P(CC)CC)nc12.CCOCC.CCOCC
**Frontier orbital gap**: 6.59 eV

***

A cluster of 2 separate species, C31H56Cl4N3O3P in total at a distorted geometry. Source: the OMol25 dataset; level of theory: wB97M-V/def2-TZVPD.

XYZ file:
```
98
C31H56Cl4N3O3P wB97M-V/def2-TZVPD
H -5.4153 -1.4602 -1.9549
N -5.0749 -2.0642 -2.7443
C -3.9619 -1.5039 -3.1945
C -3.3128 -0.1261 -2.5724
C -2.3352 -0.4550 -1.3629
O -3.0700 -0.3642 -0.0812
C -3.4707 -1.6786 0.3742
N -4.6103 -1.4407 1.3618
C -5.9000 -1.9576 0.8167
C -6.2213 -3.5193 0.5972
O -6.8007 -1.0972 0.5113
C -4.3123 -2.0488 2.6839
C -4.4346 -1.1642 4.0462
O -3.9914 -3.2796 2.8582
C -0.8713 0.3285 -1.2759
C -0.5692 1.2786 -2.5398
C 0.5774 2.3750 -2.5021
C 2.1100 1.9295 -2.3563
C 2.7432 1.2813 -3.7317
C 4.1328 0.4936 -3.4738
C 3.9889 -0.9016 -2.6877
C 5.3081 -1.1331 -1.7387
C 4.9197 -1.7373 -0.2867
C 5.0800 -3.3561 -0.1869
C 0.1962 -0.8815 -1.3354
Cl -0.0134 -2.1933 -0.0076
C 0.4809 -1.6347 -2.7000
C -0.6759 -2.0045 -3.7126
Cl 1.3326 -3.2543 -2.2799
N -0.9579 1.0787 -0.0038
C 0.1272 1.1093 0.9675
C 1.1854 2.3265 0.9802
C 1.3956 3.0206 2.4583
C 1.7022 1.9701 3.6245
C 1.8501 1.2062 4.6751
P -1.7587 2.6352 0.0129
C -3.4393 2.7086 -0.8688
C -2.3597 2.9878 1.8270
C -3.1706 1.6778 2.4001
H -3.4119 -1.9534 -4.1142
H -2.9244 0.4360 -3.4809
H -4.2554 0.4515 -2.2015
H -2.1920 -1.6098 -1.4730
H -3.9053 -2.3644 -0.4367
H -2.6227 -2.1679 0.9953
H -5.4824 -3.9247 -0.1937
H -7.2811 -3.5901 0.1442
H -6.0824 -4.1601 1.5459
H -5.3841 -0.4978 4.0511
H -4.5301 -1.8428 4.9820
H -3.5255 -0.4829 4.2156
H -0.4634 0.7248 -3.5621
H -1.5416 1.9046 -2.7209
H 0.3286 3.2815 -1.8124
H 0.5410 2.8746 -3.5636
H 2.3896 1.3450 -1.4119
H 2.7040 2.9322 -2.2489
H 3.0338 2.2012 -4.3896
H 1.9701 0.7027 -4.3519
H 4.7569 0.3246 -4.4382
H 4.7826 1.2086 -2.8219
H 3.0629 -0.9957 -2.0185
H 3.9909 -1.7764 -3.4459
H 6.0235 -1.9084 -2.2248
H 5.9347 -0.1574 -1.6221
H 5.5226 -1.2450 0.5578
H 3.8011 -1.5132 -0.0958
H 6.0356 -3.5512 0.4476
H 4.1831 -3.8420 0.3481
H 5.1390 -3.8280 -1.2377
H 1.2184 -0.4126 -1.0198
H 1.3011 -1.0509 -3.2863
H -0.2610 -2.5977 -4.6124
H -1.3032 -1.1470 -4.1405
H -1.4277 -2.7146 -3.1752
H 0.8080 0.1695 1.0722
H -0.3651 1.1337 2.0318
H 1.0045 3.1937 0.2681
H 2.2483 1.9183 0.7235
H 2.3756 3.6415 2.3327
H 0.5807 3.7919 2.7064
H 2.0527 0.7808 5.7313
H -3.9164 3.7149 -0.5155
H -3.3914 2.7844 -2.0108
H -4.1974 1.9006 -0.5394
H -1.4819 3.1354 2.5469
H -3.1239 3.8461 1.8248
H -2.5042 0.7296 2.2703
H -4.1376 1.4621 1.8250
H -3.3421 1.7548 3.5512
Cl 6.5162 2.8635 5.9826
C 5.4899 1.4182 5.8128
C 6.1252 0.3623 4.9266
Cl 6.2048 0.8772 3.2245
H 4.5188 1.7350 5.4260
H 5.3410 1.0166 6.8180
H 5.5280 -0.5516 4.9525
H 7.1376 0.1171 5.2544
```

**E_LUMO**: 0.13 eV
**Strongest force on any atom**: 5.95 eV/Å
**Charge**: 0
**SMILES string**: [H]/N=C\C[C@H](OCN(C(C)=O)C(C)=O)[C@](CCCCCCCCC)([C@@H](Cl)[C@H](C)Cl)N(CCCC#C)P(C)CC.ClCCCl
**Energy relative to the best compared isomer or geometry (same formula, charge and spin)**: 203.5 kcal per mole
**Frontier orbital gap**: 7.57 eV

***

A cluster of 3 separate species, C31H57ClF3N2O13S in total at a distorted geometry. Source: the OMol25 dataset; level of theory: wB97M-V/def2-TZVPD.

XYZ file:
```
108
C31H57ClF3N2O13S wB97M-V/def2-TZVPD
C 1.5284 3.4673 -0.1900
C 0.5620 3.6234 -1.3752
C 0.2728 2.3776 -2.2246
Cl 1.7257 1.3187 -2.2393
C -1.0015 1.5749 -2.0064
C -1.7814 1.5982 -0.8612
C -1.4215 2.3765 0.4052
O -2.2446 2.0192 1.5079
N -3.4146 2.9137 1.5494
O -3.4228 3.5273 2.5180
C -2.9584 0.8737 -0.8167
C -3.3798 0.1309 -1.8998
C -4.6965 -0.5794 -1.7826
C -4.5654 -1.8336 -0.8682
C -5.5548 -1.8278 0.2947
C -6.9320 -2.4088 -0.0708
S -8.2711 -1.2558 0.2022
O -7.8796 -0.2645 1.1477
O -9.4436 -1.9972 0.5122
O -8.4516 -0.5695 -1.2298
C -2.5679 0.0883 -3.0179
C -3.0306 -0.7421 -4.1859
O -3.9888 0.0338 -4.8910
C -3.7773 0.1539 -6.2935
N -1.4139 0.7871 -3.0459
C -0.6029 0.6387 -4.2664
C 0.1228 -0.7385 -4.3285
O 0.1403 -1.3866 -3.0782
C 1.1445 -2.3872 -3.0854
C 0.7208 -3.5675 -2.2391
F -0.4453 -4.0610 -2.6390
F 0.6422 -3.3040 -0.9343
F 1.6351 -4.5224 -2.3745
H 1.4497 2.5117 0.3090
H 2.5493 3.5946 -0.5175
H 1.3327 4.2767 0.5053
H 1.0556 4.3240 -2.0389
H -0.3406 4.1302 -1.0735
H 0.2204 2.7502 -3.2360
H -0.4304 2.0843 0.7126
H -1.4941 3.4478 0.2824
H -3.5777 0.8980 0.0588
H -5.1239 -0.8200 -2.7448
H -5.3919 0.1078 -1.3086
H -3.5624 -1.8720 -0.4630
H -4.7192 -2.7326 -1.4581
H -5.6582 -0.8335 0.7138
H -5.1526 -2.4565 1.0823
H -6.9352 -2.6938 -1.1207
H -7.1707 -3.2974 0.4931
H -7.7872 -0.9280 -1.8294
H -3.5386 -1.6232 -3.8176
H -2.2412 -1.0946 -4.8334
H -2.7279 0.1151 -6.5707
H -4.1556 1.1238 -6.5940
H -4.3509 -0.5892 -6.8360
H 0.1594 1.3926 -4.3329
H -1.2180 0.7568 -5.1426
H -0.3144 -1.3778 -5.0951
H 1.1492 -0.5561 -4.6405
H 1.2843 -2.7731 -4.0904
H 2.0746 -1.9608 -2.7195
C -2.0467 -2.7013 2.4215
O -1.8019 -4.0792 2.4708
C -0.7708 -4.5334 1.6071
C 0.2162 -5.4354 2.3173
O 1.0230 -4.8184 3.3024
C 0.4368 -4.3490 4.5063
C -0.0997 -5.4086 5.4449
O -1.2276 -6.0827 4.9172
C -1.1805 -7.4918 5.0146
H -2.7343 -2.4528 1.6047
H -2.5088 -2.4083 3.3638
H -1.1213 -2.1294 2.3033
H -0.2375 -3.6953 1.1587
H -1.2377 -5.1151 0.8007
H 0.9206 -5.7836 1.5568
H -0.2773 -6.3267 2.7082
H -0.3169 -3.5842 4.3078
H 1.2516 -3.8472 5.0340
H -0.4067 -4.9094 6.3726
H 0.6996 -6.1149 5.6908
H -0.1674 -7.8740 4.8570
H -1.8246 -7.9006 4.2362
H -1.5468 -7.8285 5.9890
C 6.3530 2.5279 -0.0261
O 6.2858 3.2858 1.1588
C 7.2845 2.9851 2.1212
C 7.9448 4.2260 2.6841
O 8.7448 4.9702 1.7835
C 8.1445 5.6665 0.7063
C 7.2753 6.8504 1.0760
O 6.0879 6.4729 1.7526
C 5.8079 7.2150 2.9211
H 5.8290 1.5722 0.0945
H 5.8589 3.1015 -0.8120
H 7.3847 2.3411 -0.3381
H 8.0495 2.3254 1.6995
H 6.8014 2.4580 2.9533
H 8.6402 3.8843 3.4547
H 7.2169 4.8638 3.1888
H 7.6147 4.9840 0.0385
H 8.9849 6.0658 0.1329
H 6.9864 7.3573 0.1464
H 7.8595 7.5549 1.6762
H 6.7203 7.4611 3.4720
H 5.1784 6.5991 3.5635
H 5.2716 8.1384 2.6796
```

**E_LUMO**: -4.05 eV
**Strongest force on any atom**: 1.38 eV/Å
**Charge**: +1
**Frontier orbital gap**: 6.48 eV

***

A structure of composition C31H57ClP2RuSi2 at a distorted geometry. Source: the OMol25 dataset; level of theory: wB97M-V/def2-TZVPD.

XYZ file:
```
94
C31H57ClP2RuSi2 wB97M-V/def2-TZVPD
Ru -0.3858 -0.1193 0.1929
C -0.4771 0.9257 2.0620
C 0.4540 -0.1969 2.1545
C 1.7345 0.3257 1.7064
Si 0.0401 -1.7552 3.0868
C 1.5974 1.7013 1.4426
C 0.2392 2.0909 1.6003
Si -0.6676 3.6747 1.1658
H -1.4483 0.9410 2.5475
H 2.6572 -0.2499 1.7046
H 2.4099 2.3867 1.2091
Cl 0.5948 -0.8018 -4.6665
C -1.9935 4.0688 2.4159
C 0.5485 5.0837 1.0341
C -1.3867 -1.4216 4.2392
C 1.5474 -2.3587 4.0076
H 1.2166 5.0618 1.9062
H -0.0175 6.0259 1.0588
H 1.1611 5.0722 0.1248
H -2.4437 3.1672 2.8508
H -2.7859 4.6719 1.9495
H -1.5456 4.6559 3.2308
H 2.0103 -1.5100 4.5292
H 2.3037 -2.8386 3.3759
H 1.2097 -3.0842 4.7609
H -1.0634 -0.7146 5.0165
H -1.6860 -2.3636 4.7210
H -2.2598 -1.0032 3.7188
C -1.4353 3.2521 -0.5215
C -0.5135 -2.9921 1.7754
P -0.5551 1.8968 -1.3978
H -1.4710 4.1670 -1.1358
H -2.4756 2.9314 -0.3535
P 0.1164 -2.4513 0.1503
H -1.6138 -2.9985 1.7479
H -0.1778 -4.0041 2.0515
C -0.5282 -3.7394 -1.0453
C 1.9635 -2.8290 0.3990
C 1.1095 2.7504 -1.6979
C -1.4137 1.8265 -3.0758
C -2.5522 0.8027 -3.1399
H -0.6054 1.4886 -3.7485
C -1.9718 3.1663 -3.5626
H -2.7815 3.5136 -2.9075
H -2.3970 3.0137 -4.5639
H -1.2250 3.9599 -3.6497
H -2.2266 -0.2297 -2.9758
H -2.9953 0.8363 -4.1476
H -3.3472 1.0450 -2.4205
H 1.3589 3.1367 -0.6986
C 1.0681 3.9330 -2.6691
C 2.2104 1.7750 -2.1073
H 0.3628 4.7195 -2.3718
H 0.8402 3.6046 -3.6916
H 2.0670 4.3938 -2.6933
H 2.3734 0.9991 -1.3475
H 3.1549 2.3297 -2.2158
H 1.9883 1.2990 -3.0723
H 2.1848 -2.3735 1.3774
C 2.8626 -2.1610 -0.6390
C 2.2871 -4.3238 0.4861
H 1.7534 -4.8368 1.2953
H 3.3616 -4.4347 0.6915
H 2.0835 -4.8340 -0.4649
H 2.7440 -1.0699 -0.6528
H 2.6806 -2.5587 -1.6471
H 3.9131 -2.3729 -0.3861
C -1.8012 -3.3109 -1.7771
C -0.7793 -5.1088 -0.4029
H 0.2854 -3.8458 -1.7848
H -1.5706 -5.0560 0.3563
H 0.1127 -5.5494 0.0517
H -1.1154 -5.7958 -1.1912
H -2.6389 -3.1819 -1.0798
H -2.0829 -4.1031 -2.4865
H -1.6762 -2.3911 -2.3565
C 0.5186 -1.0114 -2.8825
H -0.2676 -0.3777 -2.4477
H 0.3044 -2.0678 -2.7061
H 1.4970 -0.7502 -2.4798
C -2.4161 -0.2483 0.0378
C -3.2999 -0.6070 1.2152
C -3.7660 0.4021 2.0771
C -4.5811 0.0813 3.1668
C -4.9708 -1.2469 3.3814
C -4.5663 -2.2444 2.4884
C -3.7577 -1.9228 1.3944
H -2.7097 0.7535 -0.3152
H -2.5799 -0.9724 -0.7721
H -3.5009 1.4417 1.8668
H -4.9138 0.8760 3.8380
H -5.6036 -1.4996 4.2341
H -4.8839 -3.2794 2.6295
H -3.4802 -2.6867 0.6649
```

**E_LUMO (alpha / beta)**: 0.65 / -0.16 eV
**Strongest force on any atom**: 3.01 eV/Å
**Multiplicity**: 5
**Charge**: 0
**Energy relative to the best compared isomer or geometry (same formula, charge and spin)**: 0.0 kcal per mole
**Frontier orbital gap (alpha / beta)**: 5.32 / 6.91 eV